# 1
Molecular formula: C30H56NO13P4
Method: DFT, wB97M-V/def2-TZVPD

For the energy above the lowest of the compared OMol25 structures with the same formula, charge and spin, the calculation gives 0.00 kJ/mol. As for the frontier orbital gap: 0.2337 Eh. The molecular weight is 762.67 g mol⁻¹. The net charge is -1. The maximum force comes out at 2.54 eV/Å. As for the multiplicity: 1. As for the total energy: -3574.85983 hartree.

Structure (XYZ):
```
104
Properties=species:S:1:pos:R:3:lowdin_charge:R:1
C -0.5954 0.9097 0.9446 0.032
C -0.4054 -0.1826 0.4856 -0.342
P -0.0299 -1.9307 -0.2178 0.378
C 0.3631 -3.7334 -0.7810 -0.309
O -0.7968 -4.6255 -0.8458 -0.199
C -0.6434 -5.8171 -0.2065 -0.314
C -1.5570 -6.1633 0.7875 -0.025
C -1.4686 -7.3740 1.4622 -0.091
C -0.4622 -8.2796 1.1343 -0.117
C 0.4411 -7.9397 0.1360 -0.102
C 0.3505 -6.7316 -0.5393 -0.019
C 1.7976 -1.5647 0.3409 -0.258
C 2.9299 -2.4876 -0.0092 -0.475
C 3.4029 -2.7133 -1.4129 -0.060
N 3.6087 -3.0997 0.8848 0.121
C 0.3911 -1.2036 -1.9782 -0.207
C -0.1050 0.1645 -2.2176 -0.515
O -1.2390 0.4848 -2.3721 0.090
O 0.9430 1.1034 -2.3310 0.076
C 0.7204 2.3495 -1.8046 -0.497
C -0.2037 3.2986 -2.4900 0.020
O 1.3412 2.6790 -0.8404 0.118
P -2.2842 -2.0094 -0.7549 0.738
P -2.6656 -2.7585 -2.7428 0.219
O -2.9615 -1.7303 -3.7638 -0.365
O -3.9625 -3.6981 -2.5403 -0.206
O -1.5433 -3.7501 -3.3561 -0.194
P -0.6395 -2.7914 1.8191 0.768
C -1.6780 -1.6856 2.8570 -0.355
C 0.7069 -3.5488 2.8114 -0.339
H -0.6845 1.9536 1.1038 0.027
H 0.7707 -3.7403 -1.7893 0.072
H 1.0291 -4.2327 -0.0838 0.075
H -2.3372 -5.4678 1.0426 0.093
H -2.1886 -7.5842 2.2373 0.093
H -0.4077 -9.2218 1.6579 0.087
H 1.2236 -8.6479 -0.0950 0.093
H 1.0647 -6.4884 -1.3122 0.115
H 2.0471 -0.5684 -0.0316 0.077
H 1.7730 -1.4266 1.4181 0.048
H 2.6129 -2.9114 -2.1290 0.049
H 3.8917 -1.7939 -1.7473 0.085
H 4.1493 -3.4946 -1.4402 0.071
H 3.2584 -2.8649 1.8122 0.021
H 0.0133 -1.8024 -2.8070 0.077
H 1.4620 -1.1444 -2.1362 0.069
H 0.3623 4.0305 -3.0599 0.091
H -0.8994 2.8001 -3.1549 0.080
H -0.7854 3.8287 -1.7467 0.078
H -2.7965 -3.0663 0.0216 -0.134
H -4.3871 -3.7571 -3.4052 0.065
H -1.2083 -3.3824 -4.1799 0.068
H -2.0796 -2.2552 3.6909 0.017
H -2.4561 -1.2615 2.2350 0.005
H -1.1243 -0.8447 3.2840 0.015
H 1.4249 -2.8112 3.1859 0.011
H 0.2606 -3.9917 3.7008 0.021
H 1.2478 -4.3378 2.3009 0.022
C -3.7593 2.2542 -0.8509 -0.088
O -4.3838 3.4381 -0.3740 -0.199
C -4.3253 4.4963 -1.3068 -0.216
C -5.4864 5.4488 -1.1247 -0.186
O -6.7258 4.9615 -1.6202 -0.128
C -7.3820 3.9440 -0.8786 -0.183
C -8.0450 4.4270 0.3923 -0.206
O -7.0948 4.6668 1.4174 -0.194
C -7.4723 5.7054 2.2879 -0.122
H -2.6798 2.3894 -0.9472 0.063
H -3.9482 1.4620 -0.1303 0.088
H -4.1766 1.9507 -1.8162 0.096
H -4.3397 4.1066 -2.3318 0.128
H -3.3865 5.0494 -1.1518 0.123
H -5.2768 6.3388 -1.7237 0.124
H -5.5719 5.7700 -0.0851 0.118
H -6.7168 3.1027 -0.6800 0.124
H -8.1750 3.5844 -1.5389 0.126
H -8.7426 3.6548 0.7448 0.126
H -8.6145 5.3388 0.1758 0.123
H -7.6576 6.6348 1.7354 0.086
H -6.6475 5.8727 2.9785 0.087
H -8.3679 5.4378 2.8618 0.086
C 8.7917 1.0430 -0.2123 -0.119
O 7.8379 1.4403 0.7421 -0.193
C 8.0404 2.7598 1.2145 -0.209
C 6.7398 3.3891 1.6651 -0.191
O 5.8951 3.8148 0.6108 -0.127
C 5.1949 2.8157 -0.1276 -0.171
C 4.0366 2.1850 0.6072 -0.201
O 4.4962 1.2563 1.5843 -0.199
C 3.6416 1.1806 2.7026 -0.111
H 9.7887 0.9516 0.2364 0.085
H 8.4870 0.0713 -0.5969 0.089
H 8.8316 1.7511 -1.0487 0.086
H 8.4863 3.3843 0.4307 0.123
H 8.7304 2.7177 2.0699 0.125
H 6.9962 4.3051 2.2046 0.124
H 6.2102 2.7378 2.3630 0.121
H 5.8781 2.0549 -0.5088 0.120
H 4.7817 3.3444 -0.9894 0.127
H 3.4089 1.6459 -0.1059 0.106
H 3.4312 2.9695 1.0721 0.126
H 3.5099 2.1677 3.1637 0.086
H 4.1087 0.5176 3.4302 0.086
H 2.6615 0.7754 2.4265 0.079
```

=====

# 2
Molecular formula: C30H57Br4N7O2
Method: DFT, wB97M-V/def2-TZVPD

As for the SMILES: CN(C)C=O.CN(C)C=O.BrCCBr.BrCCBr.CCCC#N.CCCC#N.CCCC#N.CCCC#N.CCCC#N. For the energy above the lowest of the compared OMol25 structures with the same formula, charge and spin, the calculation gives 0.00 kJ/mol. As for the frontier orbital gap: 0.3343 Eh. The molecular weight is 867.45 g mol⁻¹. The maximum force comes out at 2.79 eV/Å. As for the multiplicity: 1. As for the total energy: -12007.01764 hartree.

Structure (XYZ):
```
100
Properties=species:S:1:pos:R:3:lowdin_charge:R:1
C 13.3659 7.4167 26.3334 -0.357
O 13.6197 7.6211 27.5135 -0.005
N 12.7386 6.3167 25.8891 -0.186
C 12.3774 5.2334 26.7982 -0.061
C 12.4919 6.0115 24.4934 -0.086
H 13.4667 8.1655 25.5270 0.131
H 12.1149 5.6342 27.7889 0.085
H 13.2736 4.6284 26.9394 0.017
H 11.3463 4.9064 26.6415 0.081
H 13.0179 6.6601 23.7930 0.074
H 12.6746 4.9805 24.2134 0.081
H 11.4298 6.2175 24.3301 0.060
C 10.9307 10.9995 31.0856 -0.344
O 10.7317 12.0153 31.7188 0.011
N 12.1460 10.5913 30.6240 -0.201
C 12.2641 9.2794 30.0457 -0.068
C 13.3024 11.4175 30.8217 -0.048
H 10.1590 10.2216 30.9717 0.128
H 12.8452 8.5832 30.6645 0.081
H 12.8968 9.3125 29.1521 0.068
H 11.2999 8.8470 29.7979 0.083
H 13.8878 11.0637 31.6799 0.096
H 13.9424 11.3838 29.9393 0.090
H 13.0322 12.4355 31.0879 0.085
C 13.2120 5.1161 30.7999 -0.091
C 14.4339 5.8201 30.2118 -0.259
C 15.6830 5.7740 31.1001 -0.188
C 16.8392 6.3531 30.3934 -0.257
N 17.7196 6.8929 29.8927 0.141
H 13.1042 4.0894 30.4483 0.059
H 12.2928 5.6862 30.6938 0.063
H 13.3711 4.9746 31.8753 0.071
H 14.2007 6.8576 29.9841 0.081
H 14.7807 5.3335 29.3031 0.053
H 15.9692 4.7790 31.4426 0.120
H 15.6597 6.4375 31.9723 0.121
C 8.9769 5.4468 18.6915 -0.126
C 9.9741 6.5845 18.5211 -0.245
C 10.3671 7.2129 19.8624 -0.207
C 10.6431 6.3310 20.9768 -0.234
N 10.8940 5.6519 21.8654 0.175
H 8.1138 5.7076 19.3155 0.075
H 9.3997 4.5581 19.1612 0.073
H 8.5196 5.1067 17.7595 0.070
H 9.7859 7.2131 17.6562 0.110
H 10.8811 6.0457 18.2124 0.109
H 9.6827 8.0231 20.1198 0.120
H 11.3470 7.6875 19.7222 0.097
C 10.8270 9.2692 25.6010 -0.095
C 10.3822 9.9466 24.3287 -0.238
C 11.5297 10.4379 23.4336 -0.177
C 12.1536 9.5290 22.4860 -0.226
N 12.6338 8.8539 21.6921 0.163
H 9.9663 9.0824 26.2451 0.071
H 11.4968 9.8446 26.2450 0.086
H 11.3270 8.3182 25.4071 0.041
H 9.7150 10.7996 24.4616 0.109
H 9.7420 9.2812 23.7413 0.110
H 12.4109 10.6853 24.0404 0.125
H 11.2585 11.2760 22.7870 0.124
C 17.5752 6.0323 22.2521 -0.103
C 16.7945 5.6116 23.5134 -0.255
C 15.9581 4.3447 23.3956 -0.207
C 16.6824 3.1532 22.9667 -0.242
N 17.2500 2.2227 22.6108 0.149
H 16.9672 6.5659 21.5227 0.071
H 18.1000 5.1809 21.8138 0.070
H 18.3999 6.6736 22.5691 0.072
H 16.3126 6.4844 23.9456 0.105
H 17.6337 5.3714 24.1767 0.101
H 15.1734 4.5073 22.6519 0.122
H 15.4871 4.1122 24.3524 0.069
C 9.9985 1.9129 26.5169 -0.124
C 9.6663 1.8619 25.0474 -0.263
C 9.4002 0.4283 24.5731 -0.192
C 10.5484 -0.4944 24.6631 -0.229
N 11.3817 -1.2828 24.6999 0.137
H 9.0732 1.7199 27.0745 0.074
H 10.2908 2.9039 26.8708 0.045
H 10.7458 1.2323 26.9200 0.034
H 10.4988 2.2380 24.4405 0.111
H 8.8286 2.4682 24.7082 0.061
H 9.1087 0.3710 23.5216 0.117
H 8.5343 0.0635 25.1300 0.120
Br 6.8541 4.3307 28.4641 0.561
C 6.9285 6.2022 27.8070 -0.644
C 7.7136 6.2798 26.5032 -0.675
Br 7.1484 4.9503 25.1292 0.586
H 7.4807 6.7258 28.5826 0.052
H 5.9356 6.6278 27.6931 0.061
H 8.7644 6.1860 26.8014 0.047
H 7.7896 7.3154 26.1656 0.057
Br 13.5500 2.0343 27.6082 0.668
C 15.2094 1.5341 26.6302 -0.623
C 16.4260 2.0173 27.4070 -0.669
Br 16.5240 3.9492 27.2836 0.678
H 15.1983 2.0293 25.6626 0.030
H 15.2374 0.4624 26.4454 0.070
H 17.3378 1.6340 26.9528 0.063
H 16.3805 1.6870 28.4409 0.055
```

=====

# 3
Molecular formula: C30H58BBrF6NO10P
Method: DFT, wB97M-V/def2-TZVPD

As for the frontier orbital gap: 0.3143 Eh. The molecular weight is 828.47 g mol⁻¹. The maximum force comes out at 6.18 eV/Å. As for the multiplicity: 1. As for the total energy: -5524.42095 hartree.

Structure (XYZ):
```
108
Properties=species:S:1:pos:R:3:lowdin_charge:R:1
C 3.2009 -2.9923 1.2165 -0.103
O 3.6369 -3.4562 -0.0432 -0.173
C 2.8600 -3.0408 -1.1449 -0.230
C 3.3400 -1.7323 -1.7595 -0.129
C 2.2937 -1.1656 -2.7311 -0.231
C 1.4736 -0.0014 -2.1700 -0.189
C 2.1771 1.3606 -2.1054 -0.177
C 3.0783 1.6346 -0.8942 -0.202
C 3.3882 3.1344 -0.7361 -0.203
C 2.5527 3.8127 0.3531 -0.207
C 1.0597 3.5904 0.1608 -0.218
C 0.1546 4.2887 1.1665 -0.204
C -1.3038 3.9359 0.8932 -0.185
C -1.7180 2.5755 1.4824 -0.109
C -1.8566 1.3883 0.4852 -0.297
C -3.0118 0.4297 0.8242 -0.121
C -2.6038 -0.9594 1.3163 -0.437
C -3.7896 -1.9181 1.2537 -0.074
C -2.0495 -0.8992 2.7387 -0.066
O -2.0037 1.8876 -0.8487 -0.103
C -1.0751 1.3974 -1.8188 -0.180
C -1.3292 -0.0652 -2.1490 -0.156
O -0.5056 -0.3912 -3.2604 -0.198
C -0.0628 -1.7560 -3.3187 -0.598
N 0.7807 -1.9502 -4.4403 0.005
P -1.6240 -2.8696 -3.2638 0.588
O -1.3738 -3.6289 -1.8196 -0.401
Br -0.9886 -4.5496 -4.5448 0.326
B -1.2126 2.3342 -3.1016 -0.586
O -0.5893 3.5498 -3.0416 0.198
O -1.9752 1.9320 -4.1589 0.053
C -1.5802 2.0392 -5.5151 -0.049
H 3.4352 -3.7544 1.9591 0.079
H 2.1192 -2.8129 1.2139 0.082
H 3.7082 -2.0650 1.5035 0.080
H 1.8066 -2.9357 -0.8414 0.110
H 2.9088 -3.8491 -1.8795 0.134
H 3.5389 -1.0311 -0.9486 0.093
H 4.2931 -1.9127 -2.2607 0.119
H 1.6030 -1.9813 -2.9849 0.035
H 2.7543 -0.8591 -3.6747 0.121
H 1.1256 -0.2722 -1.1613 0.135
H 0.5753 0.1195 -2.7832 -0.009
H 1.3979 2.1299 -2.1199 0.073
H 2.7670 1.5112 -3.0176 0.127
H 4.0130 1.0815 -0.9908 0.101
H 2.5770 1.2665 0.0084 0.109
H 4.4489 3.2794 -0.5183 0.103
H 3.1999 3.6419 -1.6889 0.111
H 2.7510 4.8901 0.3476 0.112
H 2.8559 3.4388 1.3377 0.116
H 0.7665 3.9307 -0.8395 0.116
H 0.8564 2.5120 0.1997 0.101
H 0.4327 4.0146 2.1907 0.113
H 0.3045 5.3712 1.0937 0.113
H -1.4714 3.9439 -0.1824 0.102
H -1.9537 4.7118 1.3063 0.107
H -0.9641 2.2738 2.2164 0.112
H -2.6431 2.6847 2.0538 0.102
H -0.9220 0.8095 0.5399 0.140
H -3.6607 0.8797 1.5838 0.110
H -3.6125 0.3339 -0.0841 0.119
H -1.8186 -1.3475 0.6540 0.106
H -3.4791 -2.9477 1.4414 0.079
H -4.5404 -1.6424 1.9993 0.086
H -4.2846 -1.8888 0.2806 0.077
H -2.7043 -0.2822 3.3600 0.085
H -1.9902 -1.8902 3.1924 0.078
H -1.0487 -0.4618 2.7861 0.076
H -0.0474 1.4981 -1.4390 0.100
H -2.3930 -0.2148 -2.3649 0.135
H -1.0592 -0.6985 -1.2933 0.108
H 0.5190 -1.9785 -2.4104 0.089
H 1.5634 -1.3051 -4.4181 0.059
H 0.2951 -1.8477 -5.3236 0.089
H -1.2953 -3.0022 -1.0870 0.029
H -0.5907 4.0475 -3.8671 0.112
H -1.4294 1.0301 -5.9010 0.093
H -2.3576 2.5377 -6.0932 0.094
H -0.6425 2.5929 -5.6274 0.093
C -5.5563 2.9783 -1.1449 -0.046
C -5.8523 3.3326 0.2937 -0.183
O -7.2738 3.4857 0.5340 0.036
C -7.9515 2.3647 0.7047 -0.405
O -7.5331 1.2438 0.7033 0.166
C -9.4437 2.6916 0.9712 -0.547
F -9.9097 3.5996 0.1077 0.166
F -9.5786 3.1857 2.2117 0.163
F -10.1836 1.5933 0.8721 0.174
H -5.9749 3.7279 -1.8169 0.085
H -4.4752 2.9373 -1.2887 0.073
H -5.9731 2.0048 -1.4008 0.082
H -5.4298 4.2980 0.5624 0.127
H -5.4653 2.5759 0.9761 0.110
C 7.9251 -6.5202 5.3806 -0.059
C 6.4940 -6.3911 5.8464 -0.187
O 6.0755 -5.0019 5.8782 0.033
C 5.7177 -4.4797 4.7187 -0.405
O 5.6858 -5.0134 3.6487 0.167
C 5.2677 -3.0097 4.9206 -0.545
F 6.1187 -2.3330 5.6965 0.169
F 4.0588 -2.9908 5.5038 0.163
F 5.1786 -2.3928 3.7470 0.167
H 8.5874 -5.9281 6.0120 0.084
H 8.2314 -7.5648 5.4408 0.084
H 8.0312 -6.1897 4.3486 0.079
H 6.3703 -6.7250 6.8736 0.125
H 5.8078 -6.9441 5.2065 0.125
```

=====

# 4
Molecular formula: C30H58ClMnNP2Si2
Method: DFT, wB97M-V/def2-TZVPD

As for the frontier orbital gap (alpha / beta): 0.1774 / 0.2016 Eh. The molecular weight is 641.31 g mol⁻¹. The maximum force comes out at 2.84 eV/Å. The expectation value of S² is 3.955. As for the multiplicity: 4. As for the total energy: -4105.49886 hartree.

Structure (XYZ):
```
95
Properties=species:S:1:pos:R:3:mulliken_spin:R:1
Mn -0.5050 -0.0159 0.1420 3.079
C -2.0479 -0.0209 2.0447 0.143
C -2.1544 1.1590 1.2609 -0.235
C -2.5484 0.7280 -0.0641 0.070
Si -1.8505 2.9037 1.8777 0.010
C -2.5505 -0.7225 -0.0810 -0.010
C -2.1546 -1.1839 1.2347 -0.080
Si -1.8557 -2.9424 1.8117 -0.010
H -1.9888 -0.0330 3.1442 0.016
H -2.9131 1.4148 -0.8358 0.000
H -2.9162 -1.3912 -0.8675 0.016
Cl 1.7248 0.0854 -3.8798 0.000
C -1.5006 -2.9140 3.6376 0.004
C -3.2946 -4.0473 1.3664 0.001
C -1.4898 2.8315 3.7017 -0.007
C -3.2903 4.0210 1.4664 -0.002
H -4.1827 -3.6119 1.8503 0.000
H -3.1294 -5.0534 1.7817 0.000
H -3.4894 -4.1369 0.2892 -0.001
H -0.5458 -2.4168 3.8507 -0.002
H -1.4595 -3.9527 3.9922 0.000
H -2.3136 -2.3859 4.1519 0.000
H -4.1858 3.5479 1.8986 -0.001
H -3.4585 4.1792 0.3925 -0.001
H -3.1443 4.9989 1.9504 0.000
H -2.3031 2.2940 4.2059 -0.001
H -1.4440 3.8614 4.0808 0.000
H -0.5360 2.3257 3.8992 0.003
C -0.2241 -3.5301 0.9965 -0.010
C -0.2209 3.5079 1.0706 -0.010
P -0.0014 -2.6786 -0.6373 -0.004
H -0.2220 -4.6355 0.9930 0.000
H 0.5841 -3.1898 1.6661 0.002
P 0.0015 2.6908 -0.5818 0.038
H 0.5884 3.1538 1.7321 -0.006
H -0.2181 4.6133 1.0894 0.005
C 1.5270 3.5132 -1.3308 0.008
C -1.3601 3.5607 -1.5883 -0.016
C -1.3635 -3.5215 -1.6643 -0.007
C 1.5248 -3.4787 -1.4062 -0.007
C 2.6738 -2.4775 -1.4568 0.004
H 1.2327 -3.7238 -2.4423 0.000
C 1.9802 -4.7542 -0.6973 -0.001
H 2.2300 -4.5285 0.3461 0.000
H 2.8832 -5.1385 -1.1912 0.000
H 1.2326 -5.5527 -0.7195 0.000
H 2.3981 -1.5870 -2.0300 -0.004
H 3.5487 -2.9232 -1.9551 0.000
H 2.9889 -2.1511 -0.4577 -0.002
H -2.3049 -3.2641 -1.1554 0.002
C -1.2327 -5.0441 -1.6999 -0.002
C -1.3867 -2.9481 -3.0825 0.002
H -1.2405 -5.4782 -0.6944 0.000
H -0.3105 -5.3392 -2.2133 0.000
H -2.0775 -5.4801 -2.2561 0.000
H -1.5328 -1.8637 -3.0816 0.002
H -2.2162 -3.3983 -3.6450 0.001
H -0.4643 -3.1687 -3.6356 0.001
H -2.3012 3.2880 -1.0866 -0.001
C -1.3816 3.0244 -3.0211 0.006
C -1.2338 5.0839 -1.5864 -0.001
H -1.2454 5.4929 -0.5706 0.000
H -2.0789 5.5297 -2.1343 0.001
H -0.3115 5.3935 -2.0910 0.000
H -1.5249 1.9399 -3.0475 -0.002
H -0.4602 3.2620 -3.5691 0.001
H -2.2126 3.4871 -3.5710 0.000
C 2.6783 2.5159 -1.4012 0.005
C 1.9817 4.7724 -0.5939 0.000
H 1.2344 3.7803 -2.3613 -0.001
H 2.2328 4.5231 0.4437 0.000
H 1.2341 5.5710 -0.5976 0.000
H 2.8842 5.1666 -1.0806 0.000
H 2.9930 2.1684 -0.4090 0.002
H 3.5526 2.9719 -1.8914 0.000
H 2.4031 1.6380 -1.9936 -0.009
C 0.5196 0.0374 -5.1818 0.000
H -0.5318 0.0311 -4.8181 0.000
H 0.7794 0.8949 -5.7885 0.000
H 0.7920 -0.8352 -5.7619 0.000
C 0.7911 -0.0525 3.9499 -0.004
C 1.9562 -0.0393 3.0665 0.018
C 3.2760 -0.0440 3.6402 0.001
C 4.1599 -0.0293 2.5739 0.003
C 3.3630 -0.0161 1.3808 0.009
C 4.0266 0.0005 0.0769 -0.003
N 2.0117 -0.0227 1.6900 -0.017
H -0.1568 -0.0508 3.4020 -0.004
H 0.8162 0.8263 4.6203 0.001
H 0.8237 -0.9443 4.6025 0.002
H 3.5102 -0.0570 4.6817 0.000
H 5.2224 -0.0286 2.6147 0.000
H 4.6917 0.8824 0.0133 0.000
H 4.6923 -0.8791 -0.0088 0.000
H 3.3220 0.0111 -0.7659 0.005
```